No. 1
This record from OMol25 describes a structure of composition C27H27IN2PPt. The level of theory is the ωB97M-V functional and the def2-TZVPD basis.

```
! RIJCOSX wB97M-V def2-TZVPD def2/J DEFGRID3
* xyz 1 5
Pt 0.36 -0.24 0.95
I 3.03 -3.09 0.98
P -1.44 0.76 -0.45
N 1.11 -2.03 -0.99
N 1.43 -0.30 2.62
C 0.69 -2.85 -3.20
C -3.05 2.32 -2.07
C -3.02 -2.55 2.20
C -1.70 -2.10 2.24
C 1.67 -3.83 -3.04
C 3.49 0.82 2.16
C 0.16 2.97 0.10
C 2.52 0.36 3.26
C -3.59 -1.05 0.39
C -4.02 0.18 -3.55
C 0.45 -1.99 -2.15
C 0.09 1.78 -0.65
C 2.33 2.18 -1.45
C -4.46 1.47 -3.81
C -3.95 -2.03 1.30
C 2.35 -3.90 -1.84
C 1.29 3.76 0.04
C -3.99 2.54 -3.07
C -2.61 1.03 -1.79
C -1.34 -1.13 1.32
C 1.20 1.38 -1.41
C 2.03 -2.98 -0.85
C -3.10 -0.04 -2.54
C -2.26 -0.60 0.40
C 3.20 -0.61 4.23
C 2.38 3.37 -0.74
C 1.93 1.57 4.01
H -5.19 1.64 -4.60
H 3.26 3.99 -0.78
H 2.48 -1.01 4.95
H 3.12 -4.64 -1.67
H 0.12 -2.77 -4.12
H -2.77 -1.05 -2.32
H -4.96 -2.40 1.31
H -0.99 -2.50 2.95
H 1.34 4.69 0.60
H -4.32 -0.63 -0.29
H 1.42 2.24 3.31
H 1.22 1.25 4.77
H -0.67 3.26 0.73
H 3.98 -0.03 1.68
H -0.31 -1.22 -2.24
H -4.39 -0.65 -4.13
H 3.65 -1.44 3.70
H 1.18 0.46 -1.97
H -4.34 3.54 -3.27
H 3.98 -0.09 4.78
H -2.67 3.16 -1.50
H -3.34 -3.32 2.89
H 3.18 1.87 -2.05
H 2.73 2.12 4.49
H 4.26 1.46 2.60
H 1.89 -4.53 -3.83
H 2.97 1.41 1.40
*
```

Results
- E_tot (eV) = -52041.692
- lowest unoccupied orbital energy (spin up / spin down) (eV) = -2.84 / -4.75
- expectation value of S² = 6.033
- frontier orbital gap (spin up / spin down) (eV) = 7.09 / 6.55
- HOMO energy (spin up / spin down) (Ha) = -0.365 / -0.415

***

No. 2
This record from OMol25 describes a structure of composition C40H17F15GeIN3O2RuS. The level of theory is the ωB97M-V functional and the def2-TZVPD basis.

```
! RIJCOSX wB97M-V def2-TZVPD def2/J DEFGRID3
* xyz 1 2
I -2.97 -1.33 -6.08
Ru -0.75 1.11 -1.03
Ge 0.76 -2.22 0.53
S -0.04 -0.13 0.67
F -1.79 -6.77 -0.47
F -2.49 -2.92 4.54
F 5.21 -3.34 -2.18
F -1.86 -2.40 1.97
F 5.54 -0.26 1.35
F -1.96 -6.26 -3.13
F -0.89 -3.97 -4.14
F 6.70 -1.65 -0.67
F -0.53 -3.55 6.31
F 2.61 -3.66 -1.68
F 2.92 -0.53 1.84
F 2.69 -3.13 2.95
F -0.60 -5.05 1.16
F 2.05 -3.65 5.50
F 0.32 -2.22 -2.49
O 1.08 1.15 -2.19
O -2.40 1.60 -0.09
N -0.29 3.64 0.40
N 0.19 2.67 -0.26
N -1.96 -0.35 -2.03
C 3.46 -1.24 0.85
C -3.61 6.30 2.61
C -2.91 -1.29 -4.01
C 1.59 2.69 -0.47
C -1.22 -2.95 4.15
C 1.10 -3.32 4.64
C -3.70 -2.14 -3.24
C 4.64 -2.66 -1.19
C -1.39 7.14 2.32
C -0.87 -2.67 2.85
C -0.23 -3.33 -1.97
C -1.94 4.96 1.45
C -2.74 -1.15 -1.29
C 3.83 3.38 0.00
C 1.56 0.31 -3.26
C 4.81 -1.08 0.61
C -4.20 4.08 1.72
C -3.61 -2.06 -1.86
C 2.06 1.86 -1.49
C 5.40 -1.80 -0.42
C -3.88 2.94 1.06
C 2.66 -2.10 0.11
C -1.02 6.00 1.65
C 3.41 1.78 -1.77
C -2.06 -0.41 -3.37
C -0.14 -3.54 -0.60
C 4.30 2.55 -1.02
C -0.67 -4.73 -0.13
C -1.37 -5.39 -2.32
C 0.44 -2.69 2.40
C 3.29 -2.80 -0.91
C -1.28 -5.65 -0.96
C -3.25 5.12 1.93
C -1.58 3.73 0.75
C -0.83 -4.22 -2.83
C 2.48 3.45 0.27
C -2.69 7.30 2.80
C -0.22 -3.28 5.05
C -2.58 2.72 0.54
C 1.41 -3.04 3.32
H -0.66 7.93 2.47
H 3.80 1.14 -2.54
H -4.61 2.15 0.90
H -4.63 6.41 2.97
H 2.09 4.07 1.07
H -2.65 -1.04 -0.22
H 2.16 0.90 -3.94
H 4.53 3.96 0.58
H -2.97 8.21 3.32
H 2.13 -0.52 -2.85
H -1.44 0.28 -3.93
H -5.20 4.21 2.10
H 5.35 2.49 -1.23
H -4.21 -2.69 -1.23
H -4.37 -2.84 -3.72
H 0.68 -0.07 -3.77
H -0.01 5.89 1.28
*
```

Results
- E_tot (eV) = -169109.341
- lowest unoccupied orbital energy (spin up / spin down) (eV) = -4.03 / -4.84
- energy relative to the best compared isomer or geometry (same formula, charge and spin) (eV) = 0.174
- expectation value of S² = 0.759
- frontier orbital gap (spin up / spin down) (eV) = 6.52 / 5.71
- HOMO energy (spin up / spin down) (Ha) = -0.388 / -0.388

***

No. 3
This record from OMol25 describes a cluster of 7 separate species, H14O7 in total. The level of theory is the ωB97M-V functional and the def2-TZVPD basis.

```
! RIJCOSX wB97M-V def2-TZVPD def2/J DEFGRID3
* xyz 0 1
O -1.43 -1.13 0.65
O -1.43 1.19 -0.03
O 2.98 1.10 -0.44
O 0.46 -2.95 -0.84
O 2.42 -1.34 0.46
O -3.69 0.29 -0.48
O 0.65 3.14 -0.18
H -3.69 -0.18 0.39
H 0.00 2.44 -0.43
H 1.15 -2.34 -0.56
H 1.71 -0.75 0.77
H -1.55 -1.72 1.40
H 2.74 -0.75 -0.14
H 0.20 3.65 0.46
H 2.33 1.67 -0.13
H -0.64 -1.39 0.07
H 3.84 1.50 -0.03
H 0.73 -3.82 -0.44
H -1.26 0.49 0.52
H -3.09 -0.36 -0.90
H -2.42 1.24 -0.11
*
```

Results
- E_tot (eV) = -14559.389
- lowest unoccupied orbital energy (eV) = 0.23
- energy relative to the best compared isomer or geometry (same formula, charge and spin) (eV) = 2.073
- frontier orbital gap (eV) = 10.95
- HOMO energy (Ha) = -0.394
- SMILES = O.O.O.O.O.O.O

***

No. 4
This record from OMol25 describes a structure of composition C33H37FeGeIN2O7PSe. The level of theory is the ωB97M-V functional and the def2-TZVPD basis.

```
! RIJCOSX wB97M-V def2-TZVPD def2/J DEFGRID3
* xyz 2 6
I 2.24 2.16 4.88
Se -1.30 -1.96 2.10
Ge -4.45 -2.48 2.53
Fe 1.09 -0.02 0.50
P 1.13 0.29 -1.87
O 1.16 -0.35 2.76
O 1.02 -1.94 0.18
O 4.23 2.77 1.53
O -1.21 0.56 0.43
O -0.79 -3.13 -0.32
O 3.06 1.02 0.96
O -2.72 2.20 0.54
N 3.31 -0.99 3.11
N 0.75 2.20 1.04
C 0.43 4.93 1.10
C 2.67 1.05 -2.47
C 2.74 2.18 -3.28
C 1.11 -1.32 -2.72
C 1.43 -2.55 -4.77
C 0.22 -2.53 -0.66
C 0.63 -2.49 -2.11
C 1.69 4.37 1.23
C -5.69 -2.52 4.02
C -2.32 1.32 -3.83
C -4.08 -4.22 1.74
C -2.40 2.69 -3.60
C -1.25 0.59 -3.34
C -1.41 3.32 -2.86
C 1.50 -1.37 -4.06
C 0.94 -3.70 -4.17
C 0.53 -3.66 -2.84
C 3.85 0.44 -2.04
C -0.44 2.74 0.89
C -0.25 1.22 -2.61
C -1.50 1.72 0.60
C 1.80 2.99 1.19
C 2.15 -0.46 3.50
C -0.57 -3.61 2.75
C 5.08 0.93 -2.43
C -2.72 -1.78 3.33
C -4.88 -1.12 1.20
C 2.08 0.03 4.92
C 5.15 2.06 -3.25
C 3.98 2.68 -3.66
C -0.66 4.10 0.92
C -0.35 2.59 -2.36
C 3.09 2.20 1.23
H -5.81 -1.52 4.45
H -5.34 -3.20 4.80
H 0.25 -3.87 2.09
H -3.34 1.49 0.30
H 6.11 2.44 -3.56
H -4.96 -4.58 1.21
H -6.67 -2.87 3.68
H -0.22 -3.44 3.77
H -4.05 -1.03 0.49
H -3.09 0.83 -4.42
H 4.14 3.70 1.78
H 0.87 -4.62 -4.73
H -3.25 -4.16 1.03
H -2.50 -2.28 4.28
H -1.66 4.50 0.78
H -2.89 -0.71 3.50
H 1.11 -0.19 5.35
H 2.88 -0.34 5.55
H 0.31 6.01 1.13
H 3.79 -0.45 -1.41
H 0.14 -4.55 -2.36
H -1.20 -0.48 -3.52
H 1.75 -2.58 -5.81
H 4.11 -1.03 3.72
H 1.84 2.66 -3.64
H 5.99 0.44 -2.11
H -1.47 4.39 -2.68
H -5.77 -1.39 0.64
H 0.43 3.09 -1.79
H 4.04 3.55 -4.30
H 1.87 -0.47 -4.54
H -3.24 3.26 -3.99
H -1.34 -4.38 2.72
H 2.56 5.01 1.35
H -3.84 -4.95 2.52
H -5.05 -0.16 1.69
H 3.43 -1.24 2.14
*
```

Results
- E_tot (eV) = -225763.224
- lowest unoccupied orbital energy (spin up / spin down) (eV) = -5.89 / -7.14
- expectation value of S² = 8.765
- frontier orbital gap (spin up / spin down) (eV) = 6.97 / 6.25
- HOMO energy (spin up / spin down) (Ha) = -0.472 / -0.492

***

No. 5
This record from OMol25 describes a cluster of 7 separate species, H13O7 in total. The level of theory is the ωB97M-V functional and the def2-TZVPD basis.

```
! RIJCOSX wB97M-V def2-TZVPD def2/J DEFGRID3
* xyz -1 1
O 1.37 -1.64 1.85
O 2.22 1.50 -0.44
O -1.42 1.94 -1.53
O 0.67 -1.00 -2.21
O 0.02 -0.07 0.08
O -1.02 -2.69 -0.11
O -0.52 1.51 2.25
H 1.38 1.03 -0.21
H -1.07 -2.66 0.85
H -2.17 1.46 -1.17
H -0.65 1.58 -1.07
H -0.34 0.96 1.44
H -0.74 -1.78 -0.36
H 0.71 -2.25 2.20
H 0.37 -0.64 -1.31
H 0.75 -0.23 -2.77
H 0.89 -1.15 1.13
H -1.46 1.69 2.22
H -0.92 0.13 0.06
H 1.93 2.30 -0.89
*
```

Results
- E_tot (eV) = -14545.479
- lowest unoccupied orbital energy (eV) = 3.31
- energy relative to the best compared isomer or geometry (same formula, charge and spin) (eV) = 0.842
- frontier orbital gap (eV) = 9.86
- HOMO energy (Ha) = -0.241

***

No. 6
This record from OMol25 describes the molecule C2H3NO3. The level of theory is the ωB97M-V functional and the def2-TZVPD basis.

```
! RIJCOSX wB97M-V def2-TZVPD def2/J DEFGRID3
* xyz 0 1
O 0.80 -0.97 0.76
O -1.90 1.07 -0.16
O -1.70 -1.08 -0.47
N -1.33 -0.01 -0.04
C 0.02 0.13 0.58
C 1.21 -0.15 -0.30
H 2.02 0.47 -0.15
H -0.11 0.95 1.16
H 0.99 -0.39 -1.37
*
```

Results
- E_tot (eV) = -9750.448
- lowest unoccupied orbital energy (eV) = 0.04
- energy relative to the best compared isomer or geometry (same formula, charge and spin) (eV) = 5.641
- frontier orbital gap (eV) = 11.49
- HOMO energy (Ha) = -0.421
- SMILES = O=[N+]([O-])[C@@H]1CO1

***

No. 7
This record from OMol25 describes the ion C11H16N3S with charge +1. The level of theory is the ωB97M-V functional and the def2-TZVPD basis.

```
! RIJCOSX wB97M-V def2-TZVPD def2/J DEFGRID3
* xyz 1 1
S -3.17 -1.74 -0.80
N -0.61 -0.46 -0.04
N -1.97 -1.96 1.61
N 0.70 -0.07 -0.44
C 2.93 0.19 0.14
C 1.41 -1.11 -1.28
C -1.59 0.45 -0.14
C -2.21 -2.44 0.40
C -4.03 0.81 -0.23
C 1.57 0.13 0.78
C -3.87 2.13 -0.02
C -2.95 -0.02 -0.30
C -1.50 1.82 -0.11
C 2.87 -0.57 -1.17
C -2.59 2.64 -0.03
H -5.05 0.28 -0.39
H 1.49 -0.66 1.39
H 0.58 0.65 -1.10
H 0.86 -1.03 -2.17
H 3.28 1.13 0.03
H -4.68 2.74 -0.02
H 3.09 0.10 -1.92
H 1.36 -2.00 -0.73
H -0.56 2.21 -0.19
H 3.53 -1.29 -1.39
H -1.38 -2.41 2.23
H -1.78 -3.48 0.09
H 1.13 1.13 1.29
H -2.62 3.76 -0.05
H -2.41 -1.05 1.85
H 3.78 -0.19 0.67
*
```

Results
- E_tot (eV) = -26961.835
- lowest unoccupied orbital energy (eV) = -3.37
- energy relative to the best compared isomer or geometry (same formula, charge and spin) (eV) = 1.477
- frontier orbital gap (eV) = 7.35
- HOMO energy (Ha) = -0.394

***

No. 8
This record from OMol25 describes a structure of composition C25H51AsHgO3SSi. The level of theory is the ωB97M-V functional and the def2-TZVPD basis.

```
! RIJCOSX wB97M-V def2-TZVPD def2/J DEFGRID3
* xyz -1 2
Hg -10.16 -6.35 14.54
As -11.16 -10.62 13.56
S -8.56 -6.66 12.38
Si -6.69 -6.27 13.31
O -6.77 -6.18 14.93
O -6.12 -4.87 12.67
O -5.56 -7.45 12.99
C -11.38 -5.22 18.11
C -6.72 -3.00 11.28
C -9.37 -11.13 12.76
C -12.62 -7.18 18.22
C -12.47 -5.98 17.53
C -3.79 -6.97 11.51
C -10.93 -10.24 15.52
C -4.59 -6.31 16.00
C -7.65 -3.22 13.71
C -5.86 -8.25 10.74
C -9.80 -5.40 20.08
C -10.92 -5.95 19.21
C -5.22 -2.83 13.23
C -6.70 -5.91 17.28
C -13.68 -8.24 18.10
C -4.15 -9.20 12.47
C -4.83 -7.99 11.85
C -6.50 -3.47 12.71
C -10.96 -3.85 17.70
C -12.04 -12.44 13.80
C -13.18 -5.51 16.34
C -6.07 -6.67 16.13
C -6.38 -8.10 16.29
C -11.65 -7.18 19.29
C -11.41 -8.16 20.43
H -3.17 -7.22 10.66
H -9.95 -9.82 15.74
H -9.00 -5.19 19.37
H -13.31 -9.24 18.06
H -14.23 -5.82 16.43
H -4.34 -6.04 11.34
H -4.05 -6.75 16.86
H -10.39 -8.71 20.36
H -3.32 -8.98 13.17
H -12.26 -12.76 12.78
H -6.60 -7.41 10.53
H -7.60 -3.87 14.58
H -6.29 -6.36 18.19
H -13.13 -4.45 16.26
H -11.28 -3.09 18.41
H -6.42 -9.15 11.08
H -8.58 -3.46 13.16
H -8.83 -11.43 13.67
H -14.46 -8.13 18.92
H -9.50 -11.95 12.06
H -3.17 -6.85 12.42
H -7.16 -1.99 11.37
H -10.16 -4.54 20.68
H -6.28 -8.42 17.35
H -12.16 -8.96 20.32
H -12.98 -12.32 14.34
H -7.74 -2.21 14.04
H -11.72 -9.55 15.81
H -4.90 -9.76 12.98
H -11.53 -7.58 21.36
H -9.48 -6.17 20.78
H -5.24 -1.73 13.15
H -9.01 -10.17 12.30
H -5.78 -8.76 15.68
H -7.43 -8.35 16.09
H -4.23 -6.74 15.05
H -11.02 -11.21 16.04
H -3.80 -9.81 11.63
H -12.76 -5.88 15.42
H -14.24 -8.04 17.11
H -4.43 -3.16 12.59
H -7.77 -6.16 17.29
H -5.29 -8.54 9.84
H -9.85 -3.77 17.55
H -7.42 -3.64 10.71
H -6.52 -4.86 17.12
H -5.01 -2.99 14.30
H -4.43 -5.25 16.15
H -11.34 -13.10 14.29
H -5.71 -2.97 10.79
H -11.47 -3.67 16.72
*
```

Results
- E_tot (eV) = -116625.233
- lowest unoccupied orbital energy (spin up / spin down) (eV) = 2.72 / 1.59
- energy relative to the best compared isomer or geometry (same formula, charge and spin) (eV) = 0.864
- expectation value of S² = 0.769
- frontier orbital gap (spin up / spin down) (eV) = 5.76 / 4.62
- HOMO energy (spin up / spin down) (Ha) = -0.112 / -0.111

***

No. 9
This record from OMol25 describes a structure of composition C18H22BBrLiNO4. The level of theory is the ωB97M-V functional and the def2-TZVPD basis.

```
! RIJCOSX wB97M-V def2-TZVPD def2/J DEFGRID3
* xyz 0 1
Br 3.64 2.12 0.62
O -0.20 -1.91 0.31
O -0.12 0.08 -0.81
O 4.66 -1.12 -0.63
O 3.42 1.80 5.78
N 3.37 -0.14 2.14
C -1.47 -1.52 0.00
C -2.66 -2.14 0.26
C 5.15 -0.70 -1.67
C -2.56 0.32 -1.12
C 3.40 1.13 4.61
C -5.07 0.42 -1.33
C -6.34 -0.37 -1.01
C 3.24 -0.25 4.53
C 6.62 -0.89 -1.92
C 3.23 -0.83 3.28
C 4.33 0.04 -2.68
C 3.54 1.87 3.45
C 3.51 1.16 2.26
C -3.83 -1.50 -0.18
C -5.18 1.79 -0.65
C -5.02 0.62 -2.85
C -1.42 -0.31 -0.68
C -3.80 -0.29 -0.86
B 0.71 -0.92 -0.19
Li 2.91 -0.72 0.16
H 3.12 -0.86 5.41
H -2.71 -3.08 0.79
H -7.21 0.17 -1.37
H 7.16 -0.19 -1.28
H -5.23 1.67 0.44
H -2.49 1.27 -1.64
H 3.29 1.19 6.52
H -4.78 -1.97 0.02
H 4.54 1.11 -2.56
H -4.32 2.42 -0.87
H 3.65 2.94 3.48
H -4.17 1.24 -3.15
H 6.90 -0.70 -2.96
H -6.33 -1.36 -1.48
H -6.08 2.31 -0.98
H -4.92 -0.33 -3.37
H 4.61 -0.23 -3.69
H 3.10 -1.90 3.17
H 3.27 -0.13 -2.51
H 6.91 -1.90 -1.63
H -5.93 1.12 -3.20
H -6.46 -0.52 0.07
*
```

Results
- E_tot (eV) = -99629.287
- lowest unoccupied orbital energy (eV) = 0.21
- frontier orbital gap (eV) = 6.77
- HOMO energy (Ha) = -0.241

***

No. 10
This record from OMol25 describes the molecule C13H15Cl2N3O2S. The level of theory is the ωB97M-V functional and the def2-TZVPD basis.

```
! RIJCOSX wB97M-V def2-TZVPD def2/J DEFGRID3
* xyz 0 1
Cl 0.74 -3.80 -3.14
Cl 2.68 -3.86 -0.68
S 1.92 1.41 0.12
O 2.31 2.50 -0.73
O 2.78 1.04 1.20
N -5.69 2.42 2.06
N -3.54 2.32 2.54
N 0.39 1.80 0.70
C -5.55 1.96 3.32
C 0.69 0.00 -1.93
C 0.03 1.28 -2.33
C -2.12 2.36 2.38
C -4.22 1.88 3.64
C 1.06 -2.37 -2.25
C -0.05 0.99 1.82
C 1.92 -2.40 -1.16
C 2.16 -1.23 -0.46
C -1.57 0.99 1.95
C 0.45 -1.18 -2.63
C 1.55 -0.05 -0.85
C -4.49 2.63 1.62
H 0.75 2.09 -2.31
H -4.24 3.00 0.64
H -1.88 3.11 1.62
H -6.40 1.71 3.92
H -0.21 -1.18 -3.48
H -3.72 1.58 4.54
H -1.86 0.25 2.69
H -0.76 1.53 -1.62
H -1.66 2.66 3.32
H -0.41 1.20 -3.32
H 0.29 -0.03 1.60
H 2.83 -1.21 0.39
H 0.33 2.79 0.86
H 0.42 1.31 2.76
H -2.02 0.71 0.99
*
```

Results
- E_tot (eV) = -58169.689
- lowest unoccupied orbital energy (eV) = 0.13
- energy relative to the best compared isomer or geometry (same formula, charge and spin) (eV) = 0.799
- frontier orbital gap (eV) = 9.13
- HOMO energy (Ha) = -0.331
- SMILES = Cc1cc(Cl)c(Cl)cc1S(=O)(=O)NCCCn1ccnc1

***

No. 11
This record from OMol25 describes the ion C4H8NO2 with charge -1. The level of theory is the ωB97M-V functional and the def2-TZVPD basis.

```
! RIJCOSX wB97M-V def2-TZVPD def2/J DEFGRID3
* xyz -1 1
O -0.55 1.90 -0.91
O -1.11 2.01 1.24
N 0.33 -0.69 -0.66
C -0.08 0.00 0.56
C -0.64 1.44 0.24
C -0.72 -1.10 -1.57
C 1.12 0.15 1.48
H -0.18 -1.47 -2.44
H 1.38 -0.83 1.87
H 0.94 0.90 2.25
H 1.12 -0.27 -1.12
H -1.34 -1.88 -1.11
H 1.92 0.67 0.93
H -0.84 -0.58 1.08
H -1.36 -0.26 -1.86
*
```

Results
- E_tot (eV) = -9864.062
- lowest unoccupied orbital energy (eV) = 4.28
- energy relative to the best compared isomer or geometry (same formula, charge and spin) (eV) = 0.724
- frontier orbital gap (eV) = 7.70
- HOMO energy (Ha) = -0.126
- SMILES = CN[C@@H](C)C(=O)[O-]

***

No. 12
This record from OMol25 describes the molecule C3H4N2O2. The level of theory is the ωB97M-V functional and the def2-TZVPD basis.

```
! RIJCOSX wB97M-V def2-TZVPD def2/J DEFGRID3
* xyz 0 1
O 2.20 0.25 -0.66
O 0.95 1.20 0.89
N -1.57 0.62 0.19
N -1.34 1.43 -0.70
C -1.02 -0.66 0.23
C 1.23 0.19 0.09
C 0.29 -0.82 0.14
H -1.70 -1.43 0.48
H 0.56 -1.81 0.04
H -0.85 1.25 -1.58
H 1.50 1.88 0.63
*
```

Results
- E_tot (eV) = -10248.079
- lowest unoccupied orbital energy (eV) = -0.46
- energy relative to the best compared isomer or geometry (same formula, charge and spin) (eV) = 4.187
- frontier orbital gap (eV) = 8.79
- HOMO energy (Ha) = -0.340
- SMILES = [H]/N=N\C=C/C(=O)O